Entry from OMol25: a 2-piece molecular cluster, C4H4ClN2OS overall in a non-equilibrium geometry (ωB97M-V/def2-TZVPD).

Element x y z (Å)
C (-0.284, 1.664, -1.131)
C (-1.631, 1.719, -1.122)
C (-0.518, -0.188, 0.052)
C (1.682, -1.379, 1.057)
N (0.364, 0.610, -0.529)
N (-0.374, -1.456, 0.511)
O (-1.157, -1.978, 1.428)
S (-2.277, 0.285, -0.340)
Cl (2.565, -1.362, -0.440)
H (0.368, 2.473, -1.300)
H (-2.310, 2.405, -1.397)
H (1.550, -0.447, 1.664)
H (2.023, -2.345, 1.547)

Output
M   163.6 g mol⁻¹
Net charge   -1
Frontier orbital gap (spin up / spin down)   5.98 / 5.94 eV
Lowest unoccupied orbital energy (spin up / spin down)   3.39 / 3.39 eV